Formula: C30H44F5N6O7S
Source: OMol25
Level of theory: ωB97M-V with the def2-TZVPD basis set

Structure (XYZ):
```
93
Properties=species:S:1:pos:R:3:lowdin_charge:R:1
C -1.59 0.16 1.77 -0.1947
C 5.70 -6.48 -2.85 -0.5421
C -1.37 -3.47 0.04 -0.1510
H -0.82 6.44 -4.06 0.1359
H -0.36 6.36 -1.85 0.1002
H 0.05 -8.06 -1.33 0.1164
H -2.81 -2.08 0.98 0.1510
F 2.54 4.41 3.30 0.0378
C -1.17 0.93 3.09 -0.1150
C -1.68 6.09 -3.36 -0.1927
H -2.88 2.99 0.04 0.1330
H 1.04 -8.57 -3.59 0.1200
C 6.52 -4.60 -2.07 -0.0837
C 0.68 -1.10 0.96 -0.2975
N -1.09 7.41 3.77 0.1467
H -3.42 8.74 5.50 0.1088
N -2.93 8.40 4.69 0.1469
N -1.99 4.59 1.59 -0.0205
F 4.51 4.07 2.16 0.0868
H -0.18 6.99 3.88 0.1042
O -1.25 3.47 1.26 -0.1329
C 1.78 -8.23 -2.76 -0.2577
C 0.60 -4.86 -0.98 -0.1909
C 3.59 1.51 3.61 0.0246
H 1.66 -4.40 -0.99 0.1166
H -0.71 -6.11 -2.39 0.1117
H 2.95 -6.28 -3.26 0.0739
H 3.88 -0.51 4.79 0.1053
C 1.64 -0.16 1.84 -0.0679
C -1.71 7.85 4.89 -0.7063
F 1.34 -2.40 0.99 0.0061
O 5.56 -5.61 -1.74 -0.0633
O -3.05 4.05 -2.84 -0.1332
H 6.65 -3.71 -1.35 0.1395
H 2.18 -1.95 3.28 0.1115
C -2.51 1.11 -1.91 -0.1269
H -3.49 0.46 -0.22 0.2087
H -2.91 0.42 4.40 0.0774
H -1.13 -4.00 -2.13 0.1058
H -4.30 2.72 -4.01 0.1697
H -2.14 2.29 4.53 0.0925
H 1.59 -7.32 -0.66 0.1140
O -1.76 5.46 0.80 0.0830
C 2.86 2.17 2.41 -0.0433
C 0.41 -5.99 -2.11 -0.2102
H -0.11 1.32 3.33 0.1127
C 0.97 -7.43 -1.62 -0.2059
F 2.46 4.20 1.03 0.0613
H -3.08 -1.50 -1.39 0.1757
H 2.99 -7.62 -4.55 0.0893
H 4.33 2.04 4.31 0.1225
N -2.50 0.38 -0.56 -0.0354
C -3.43 2.72 -3.25 -0.2074
C 2.99 -7.41 -3.42 -0.4729
H 0.07 -2.70 -1.62 0.0959
C 3.33 0.00 3.92 -0.0257
C 1.88 1.36 1.49 0.0641
H -2.34 -4.10 -0.06 0.1312
O -3.74 1.86 -2.11 -0.0852
C -2.43 4.77 -3.94 -0.1626
H -1.64 4.15 -4.50 0.1306
H 0.94 -5.60 -3.05 0.1043
H -2.45 6.93 -3.24 0.1268
N 7.14 -4.88 -3.32 -0.0208
C 2.36 -0.85 3.05 0.0212
O -1.20 7.76 6.00 0.0266
H -0.84 -3.89 0.98 0.1197
H 2.13 -9.21 -2.26 0.1087
H -2.53 2.30 -3.84 0.1378
H -0.82 -1.87 2.41 0.1810
H -2.70 -0.14 1.92 0.1550
H -1.30 -1.06 -1.62 0.1333
C -1.61 1.08 0.43 -0.1468
S 4.64 -8.00 -2.77 0.8809
C -2.28 2.49 0.89 -0.1074
C -1.81 -1.97 0.39 -0.2160
C -2.15 -1.04 -0.87 -0.0819
H -3.37 8.48 3.79 0.0925
C -2.17 1.23 4.09 0.0234
H -0.58 1.36 0.03 0.1512
C -0.82 -1.21 1.45 -0.1155
O -1.08 5.75 -2.09 -0.1223
H -3.20 5.11 -4.73 0.1415
H 0.45 -5.33 0.05 0.1050
N 6.66 -6.05 -3.82 0.0212
H -1.61 1.82 -1.88 0.1710
H -1.49 7.47 2.85 0.0770
F 0.85 -0.65 -0.41 0.0010
H 1.36 1.88 0.60 0.1075
H -3.06 2.34 1.74 0.1421
H -2.42 0.39 -2.79 0.1634
C 3.14 3.72 2.17 -0.3814
C -0.46 -3.64 -1.27 -0.1866
```

The total energy comes out at -79497.176 eV. For the maximum force, the calculation gives 6.24 eV Å⁻¹. As for the net charge: +1. Its spin multiplicity is 1.